Molecular formula: C12H25BN2O6S
Method: DFT, ωB97M-V with the def2-TZVPD basis set

XYZ file:
```
47
Properties=species:S:1:pos:R:3:lowdin_charge:R:1
O 0.841 -2.638 2.706 -0.32
S 0.628 -2.227 1.297 0.70
O 1.003 -3.359 0.416 -0.34
O -0.978 -1.838 1.116 -0.21
C 1.601 -0.696 0.959 -0.21
C 3.083 -1.135 0.975 -0.21
C 4.074 0.062 1.062 -0.17
C 3.492 1.334 1.731 -0.10
C 4.546 2.294 2.351 -0.55
O 5.904 1.927 2.260 0.03
C 4.531 3.778 1.777 -0.18
O 5.100 4.468 2.853 -0.12
B 4.307 3.964 4.008 -0.60
O 4.138 2.506 3.664 -0.06
H -1.488 -2.649 1.099 0.06
H 1.349 -0.342 -0.050 0.11
H 1.317 0.005 1.749 0.10
H 3.296 -1.885 1.746 0.11
H 3.272 -1.650 0.020 0.11
H 4.530 0.321 0.095 0.12
H 4.914 -0.273 1.689 0.11
H 2.841 1.914 1.053 0.12
H 2.843 1.018 2.566 0.11
H 6.021 1.140 2.785 0.08
H 3.502 4.180 1.689 0.11
H 5.161 3.816 0.875 0.12
H 3.256 4.595 3.959 0.05
H 4.854 4.087 5.083 0.05
C -2.295 -2.598 -1.984 -0.05
C -3.476 -1.962 -1.269 -0.16
N -4.305 -1.176 -2.191 -0.05
C -3.993 0.067 -2.690 0.02
C -5.026 0.443 -3.485 0.01
N -5.950 -0.576 -3.447 -0.09
C -5.491 -1.549 -2.661 -0.01
C -7.237 -0.605 -4.142 0.03
H -1.667 -1.839 -2.453 0.09
H -1.682 -3.159 -1.281 0.07
H -2.634 -3.279 -2.767 0.09
H -3.133 -1.298 -0.475 0.12
H -4.102 -2.729 -0.813 0.13
H -3.063 0.533 -2.417 0.15
H -5.220 1.321 -4.075 0.14
H -5.997 -2.474 -2.442 0.18
H -8.037 -0.694 -3.410 0.11
H -7.260 -1.456 -4.820 0.11
H -7.368 0.312 -4.709 0.10
```

- HOMO level (eV) = -5.21
- net charge = 0